1.
The following is a DFT calculation (ωB97M-V with the def2-TZVPD basis set) of a molecular structure, C61H104Br12Cl7O20P at a distorted geometry.

Charge: -1
Lowest unoccupied orbital energy (spin up / spin down) in hartree: 0.019 / 0.019
Gap between HOMO and LUMO (spin up / spin down) in eV: 3.489 / 3.482
2S+1: 2

Each line ends with the Löwdin charge.
Atoms and positions in Å:
C 1.13 3.78 3.47  -0.115
C 2.04 3.14 2.44  -0.225
C 1.33 2.17 1.39  -0.254
C 0.69 1.05 2.18  -0.226
P -0.13 -0.24 1.02  1.122
C 1.00 -0.79 -0.33  -0.224
C 1.85 0.21 -1.24  -0.218
C 2.46 -0.23 -2.54  -0.260
C 3.16 0.91 -3.24  -0.147
C -0.86 -1.70 1.94  -0.201
C -2.13 -1.23 2.79  -0.244
C -3.09 -2.39 3.07  -0.273
C -3.69 -2.29 4.47  -0.105
C -1.45 0.68 0.08  -0.295
C -2.38 -0.24 -0.75  -0.210
C -3.55 0.49 -1.42  -0.262
C -3.33 0.75 -2.91  -0.126
H 0.24 4.29 3.09  0.038
H 1.66 4.44 4.14  0.075
H 0.67 2.91 3.94  0.056
H 2.83 2.49 2.83  0.106
H 2.46 3.95 1.85  0.078
H 2.13 1.90 0.70  0.074
H 0.58 2.77 0.88  0.063
H -0.03 1.32 2.95  0.078
H 1.44 0.59 2.82  0.087
H 0.38 -1.56 -0.81  0.050
H 1.80 -1.32 0.17  0.073
H 2.73 0.48 -0.65  0.097
H 1.12 1.00 -1.35  0.057
H 1.70 -0.56 -3.26  0.095
H 3.25 -0.97 -2.39  0.039
H 2.56 1.74 -3.60  0.045
H 3.78 0.70 -4.11  0.014
H 3.93 1.45 -2.69  0.065
H -0.11 -2.14 2.59  0.070
H -1.17 -2.44 1.20  0.075
H -2.73 -0.46 2.31  0.072
H -1.85 -0.74 3.72  0.053
H -2.43 -3.26 3.10  0.109
H -3.90 -2.42 2.34  0.037
H -4.44 -1.51 4.54  0.019
H -2.90 -2.12 5.20  0.046
H -4.29 -3.17 4.71  0.069
H -0.86 1.40 -0.48  0.018
H -1.85 1.42 0.78  0.028
H -2.73 -1.10 -0.18  0.100
H -1.68 -0.44 -1.56  0.099
H -3.58 1.45 -0.90  0.092
H -4.48 0.01 -1.11  0.040
H -3.93 1.59 -3.26  0.039
H -3.64 -0.10 -3.52  0.066
H -2.30 1.06 -3.12  -0.002
O 2.44 -1.70 2.84  -0.393
C 2.75 -3.03 2.45  -0.428
C 3.91 -3.82 3.17  -0.292
O 3.90 -3.63 4.55  -0.004
H 2.88 -3.07 1.37  0.049
H 1.79 -3.56 2.47  0.065
H 4.89 -3.56 2.76  0.075
H 3.84 -4.90 3.07  0.111
Cl 0.20 -1.24 5.76  -0.451
O 2.00 4.69 10.32  0.072
C 1.39 4.08 9.45  -0.543
O 1.20 4.61 8.30  0.084
C 0.61 3.73 7.47  -0.211
C 0.63 2.35 8.06  -0.121
C 0.88 2.68 9.57  -0.055
H 1.21 3.66 6.56  0.126
H -0.45 4.00 7.40  0.121
H 1.55 1.82 7.81  0.120
H -0.22 1.73 7.79  0.100
H 1.51 1.98 10.12  0.128
H -0.03 2.78 10.16  0.121
O -3.89 -2.59 -4.80  0.153
C -3.58 -2.54 -5.91  -0.601
O -4.27 -2.88 -6.96  0.073
C -3.53 -2.88 -8.14  -0.184
C -2.10 -2.78 -7.68  -0.145
C -2.28 -2.01 -6.36  -0.062
H -3.80 -2.07 -8.82  0.131
H -3.53 -3.85 -8.64  0.129
H -1.41 -2.36 -8.42  0.118
H -1.86 -3.83 -7.50  0.119
H -2.49 -0.96 -6.60  0.140
H -1.44 -2.20 -5.69  0.120
O 0.09 -3.66 -1.64  0.082
C -0.38 -4.56 -2.35  -0.425
O 0.36 -5.69 -2.61  0.055
C -0.44 -6.56 -3.41  -0.184
C -1.81 -6.01 -3.46  -0.155
C -1.64 -4.49 -3.16  -0.058
H -0.52 -7.55 -2.95  0.129
H -0.21 -6.68 -4.47  0.128
H -2.29 -6.43 -2.57  0.104
H -2.41 -6.10 -4.37  0.122
H -2.33 -3.96 -2.51  0.117
H -1.51 -3.91 -4.08  0.111
O -6.02 -5.19 2.69  0.112
C -5.41 -5.34 1.65  -0.428
O -4.07 -5.07 1.45  -0.013
C -3.51 -5.36 0.12  -0.112
C -4.80 -5.32 -0.62  -0.222
C -5.84 -5.84 0.28  -0.095
H -3.04 -6.35 0.09  0.127
H -2.80 -4.60 -0.20  0.116
H -4.88 -5.87 -1.56  0.118
H -4.93 -4.29 -0.95  0.120
H -5.88 -6.93 0.19  0.133
H -6.80 -5.43 -0.04  0.129
O -1.06 5.93 -4.84  0.064
C -2.23 5.54 -4.81  -0.480
O -2.74 4.80 -5.83  0.031
C -3.94 4.15 -5.46  -0.175
C -4.06 4.51 -4.05  -0.223
C -3.27 5.70 -3.70  -0.074
H -3.69 3.10 -5.66  0.130
H -4.86 4.38 -6.00  0.119
H -3.64 3.68 -3.48  0.063
H -5.08 4.49 -3.68  0.108
H -2.60 5.66 -2.84  0.075
H -3.53 6.76 -3.76  0.139
O 2.68 -5.05 7.05  0.030
C 1.47 -4.75 7.31  -0.487
O 0.57 -5.01 6.43  0.041
C -0.77 -4.59 6.84  -0.126
C -0.58 -4.49 8.37  -0.184
C 0.80 -4.03 8.45  -0.129
H -1.54 -5.32 6.61  0.120
H -0.96 -3.55 6.57  0.039
H -0.65 -5.43 8.93  0.114
H -1.26 -3.75 8.80  0.112
H 1.27 -4.26 9.40  0.123
H 0.99 -2.98 8.21  0.110
O 5.10 4.05 -1.52  -0.024
C 5.42 4.98 -0.71  -0.363
O 6.71 5.10 -0.20  -0.017
C 6.85 6.21 0.63  -0.187
C 5.52 6.92 0.65  -0.161
C 4.56 5.91 0.14  -0.105
H 7.71 6.69 0.17  0.132
H 6.96 5.82 1.64  0.121
H 5.70 7.69 -0.10  0.114
H 5.23 7.42 1.58  0.128
H 3.76 6.43 -0.39  0.114
H 4.19 5.32 0.98  0.120
O 5.87 3.55 2.57  0.050
C 6.05 2.45 1.99  -0.393
O 5.18 1.44 2.18  0.048
C 5.56 0.30 1.45  -0.162
C 6.56 0.77 0.44  -0.174
C 7.17 1.97 1.04  -0.072
H 4.73 -0.16 0.91  0.118
H 5.92 -0.50 2.11  0.135
H 5.97 0.95 -0.46  0.111
H 7.25 -0.01 0.13  0.120
H 7.33 2.77 0.32  0.107
H 8.10 1.86 1.60  0.132
O 1.11 -3.47 -8.01  0.076
C 1.86 -2.70 -7.42  -0.547
O 1.72 -2.51 -6.17  0.086
C 2.51 -1.44 -5.73  -0.171
C 3.32 -0.91 -6.88  -0.151
C 2.82 -1.77 -8.04  -0.060
H 3.23 -1.90 -5.06  0.082
H 1.89 -0.57 -5.52  0.133
H 4.40 -1.05 -6.85  0.072
H 3.09 0.14 -7.05  0.115
H 3.57 -2.26 -8.67  0.135
H 2.22 -1.09 -8.64  0.133
C -3.30 3.42 4.04  -1.002
Cl -2.22 4.65 4.69  0.552
Cl -3.15 3.31 2.23  0.485
H -2.99 2.42 4.31  0.001
H -4.32 3.59 4.40  0.013
C -7.63 1.03 -4.08  -1.028
Cl -6.89 0.63 -2.58  0.563
Cl -7.40 2.70 -4.69  0.515
H -7.34 0.27 -4.81  0.035
H -8.70 1.07 -3.90  0.013
C -3.53 -0.19 8.12  -1.105
Cl -3.97 1.32 7.41  0.518
Cl -2.83 0.03 9.69  0.526
H -4.39 -0.85 8.18  0.033
H -2.81 -0.65 7.43  0.005
C 6.85 -1.66 -4.43  -1.566
Br 5.38 -2.35 -3.30  0.624
Br 6.65 0.20 -4.88  0.607
Br 6.89 -2.81 -5.96  0.572
H 7.80 -1.87 -3.93  -0.021
C 0.06 4.77 -2.09  -1.381
Br -0.97 3.18 -2.64  0.717
Br 1.90 4.06 -1.68  0.631
Br -0.69 5.53 -0.42  0.556
H 0.26 5.59 -2.77  -0.021
C 4.23 4.22 -6.09  -1.475
Br 5.76 3.80 -7.28  0.490
Br 2.70 4.57 -7.29  0.521
Br 4.62 5.72 -4.80  0.527
H 4.12 3.32 -5.48  -0.044
C -5.78 0.62 1.56  -1.405
Br -6.97 1.77 0.52  0.543
Br -6.18 -1.31 1.05  0.551
Br -5.82 0.97 3.58  0.565
H -4.82 0.93 1.15  -0.077

2.
The following is a DFT calculation (ωB97M-V with the def2-TZVPD basis set) of 9 unconnected molecules or ions with the total composition C61H119N5O13 at a distorted geometry.

SMILES: CC1(C)CCCC(C)(C)N1O.CC1(C)CCCC(C)(C)N1O.CC1(C)CCCC(C)(C)N1O.CC1(C)CCCC(C)(C)N1O.CC1(C)CCCC(C)(C)N1O.O=C1CCCO1.O=C1CCCO1.O=C1CCCO1.O=C1CCCO1
Charge: 0
Energy above the lowest of the compared OMol25 structures with the same formula, charge and spin in kcal/mol: 93.1
Lowest unoccupied orbital energy in hartree: 0.002
Gap between HOMO and LUMO in eV: 7.213

Each line ends with the Löwdin charge.
Atoms and positions in Å:
C -6.69 0.84 -7.83  -0.038
C -5.54 0.17 -7.06  -0.499
C -4.21 0.87 -7.40  -0.137
C -2.98 0.29 -6.65  -0.164
C -3.34 0.52 -5.17  -0.140
C -4.66 -0.05 -4.68  -0.477
N -5.79 0.32 -5.60  -0.112
O -7.04 -0.13 -5.15  -0.022
C -4.45 -1.59 -4.41  -0.016
C -4.98 0.56 -3.33  -0.049
C -5.48 -1.35 -7.44  -0.018
H -6.75 0.67 -8.90  0.083
H -6.84 1.89 -7.60  0.084
H -7.53 0.26 -7.42  0.073
H -4.01 0.71 -8.46  0.121
H -4.31 1.90 -7.05  0.119
H -2.05 0.78 -6.94  0.103
H -2.91 -0.72 -7.06  0.086
H -3.25 1.56 -4.85  0.116
H -2.59 -0.05 -4.60  0.097
H -3.63 -2.01 -5.00  0.053
H -4.08 -1.76 -3.39  0.076
H -5.37 -2.14 -4.59  0.081
H -5.95 0.26 -2.93  0.081
H -4.18 0.31 -2.63  0.081
H -5.05 1.65 -3.41  0.084
H -5.60 -1.47 -8.52  0.081
H -6.33 -1.88 -7.02  0.081
H -4.57 -1.79 -7.06  0.054
H -7.51 0.71 -5.08  0.106
C -0.16 -2.64 -5.92  -0.010
C -0.30 -4.13 -5.43  -0.476
C 0.93 -4.88 -6.02  -0.116
C 1.09 -6.32 -5.42  -0.159
C 1.25 -6.24 -3.88  -0.110
C 0.14 -5.37 -3.16  -0.493
N -0.21 -4.20 -3.96  -0.121
O -1.12 -3.44 -3.24  -0.013
C -1.12 -6.25 -2.93  -0.025
C 0.77 -4.92 -1.82  -0.028
C -1.60 -4.68 -5.99  -0.026
H 0.40 -1.97 -5.26  0.066
H -1.12 -2.15 -6.09  0.060
H 0.37 -2.61 -6.87  0.084
H 0.81 -4.93 -7.11  0.116
H 1.85 -4.34 -5.83  0.109
H 2.00 -6.75 -5.85  0.105
H 0.29 -6.97 -5.76  0.101
H 2.18 -5.79 -3.54  0.102
H 1.11 -7.26 -3.51  0.113
H -2.03 -5.71 -2.70  0.081
H -1.26 -6.86 -3.82  0.067
H -0.90 -6.95 -2.11  0.079
H 1.61 -4.26 -2.02  0.063
H -0.01 -4.52 -1.16  0.069
H 1.16 -5.81 -1.32  0.084
H -1.71 -5.70 -5.64  0.069
H -1.69 -4.57 -7.07  0.091
H -2.44 -4.10 -5.59  0.071
H -0.85 -2.52 -3.37  0.050
C -0.17 3.38 1.42  -0.018
C 0.79 4.42 2.03  -0.454
C 1.42 3.86 3.32  -0.157
C 2.59 4.59 3.91  -0.175
C 3.72 4.69 2.84  -0.104
C 3.20 5.30 1.49  -0.465
N 1.90 4.79 1.10  -0.114
O 1.47 5.17 -0.17  -0.013
C 3.17 6.86 1.60  -0.034
C 4.26 5.01 0.39  -0.039
C -0.09 5.67 2.32  -0.023
H -0.96 3.28 2.17  0.067
H 0.30 2.42 1.22  0.068
H -0.66 3.74 0.52  0.086
H 0.59 3.68 4.02  0.115
H 1.83 2.85 3.29  0.096
H 3.01 4.14 4.81  0.102
H 2.27 5.60 4.17  0.100
H 4.33 3.79 2.77  0.095
H 4.44 5.33 3.37  0.110
H 2.64 7.23 2.48  0.066
H 4.21 7.21 1.59  0.072
H 2.73 7.31 0.71  0.078
H 4.44 3.96 0.13  0.069
H 4.07 5.52 -0.55  0.080
H 5.21 5.41 0.75  0.078
H -0.97 5.42 2.91  0.073
H -0.38 6.22 1.42  0.083
H 0.49 6.41 2.86  0.064
H 1.77 4.44 -0.73  0.055
C -2.82 2.42 5.16  -0.024
C -3.32 1.06 4.57  -0.447
C -3.64 0.10 5.76  -0.141
C -4.52 -1.09 5.52  -0.206
C -5.82 -0.71 4.83  -0.110
C -5.52 0.10 3.48  -0.489
N -4.58 1.22 3.79  -0.137
O -4.63 2.27 2.87  -0.015
C -5.02 -0.81 2.43  -0.049
C -6.88 0.74 3.05  -0.038
C -2.26 0.47 3.61  -0.026
H -2.52 3.21 4.46  0.065
H -1.87 2.26 5.68  0.068
H -3.51 2.90 5.86  0.080
H -2.70 -0.26 6.17  0.106
H -4.02 0.64 6.63  0.117
H -4.73 -1.54 6.49  0.113
H -4.01 -1.87 4.95  0.104
H -6.33 -0.06 5.54  0.114
H -6.46 -1.55 4.52  0.115
H -4.75 -0.12 1.62  0.095
H -4.17 -1.39 2.78  0.068
H -5.75 -1.51 2.03  0.091
H -7.56 -0.11 2.92  0.078
H -7.32 1.34 3.84  0.079
H -6.92 1.33 2.13  0.077
H -2.39 0.90 2.62  0.078
H -2.35 -0.62 3.59  0.072
H -1.25 0.77 3.89  0.058
H -5.18 2.90 3.35  0.104
C 4.97 -2.48 7.09  -0.028
C 3.75 -1.56 7.33  -0.517
C 4.25 -0.14 7.72  -0.133
C 3.15 0.91 7.84  -0.171
C 2.40 1.12 6.52  -0.137
C 1.87 -0.23 6.02  -0.467
N 2.90 -1.35 6.17  -0.101
O 2.40 -2.55 5.63  -0.013
C 0.45 -0.53 6.50  -0.034
C 1.74 0.00 4.51  -0.054
C 3.01 -2.20 8.51  -0.043
H 5.95 -2.16 7.44  0.080
H 5.13 -2.42 6.01  0.074
H 4.83 -3.51 7.41  0.080
H 4.65 -0.36 8.71  0.113
H 5.14 0.21 7.21  0.117
H 3.61 1.87 8.07  0.110
H 2.42 0.66 8.61  0.108
H 2.99 1.75 5.85  0.111
H 1.52 1.73 6.71  0.119
H 0.02 -1.49 6.21  0.089
H 0.45 -0.51 7.60  0.075
H -0.27 0.25 6.27  0.064
H 1.14 -0.84 4.14  0.076
H 1.13 0.87 4.28  0.066
H 2.68 0.15 3.99  0.068
H 3.63 -2.49 9.36  0.089
H 2.61 -3.15 8.15  0.080
H 2.09 -1.68 8.76  0.071
H 3.02 -2.68 4.91  0.098
O 1.98 2.80 -2.02  0.098
C 1.40 3.21 -3.00  -0.413
O 1.14 4.52 -3.31  0.019
C 0.72 4.64 -4.66  -0.156
C -0.04 3.34 -4.82  -0.165
C 0.92 2.35 -4.19  -0.065
H 1.54 4.71 -5.38  0.132
H -0.01 5.46 -4.70  0.131
H -0.27 3.04 -5.85  0.118
H -0.92 3.46 -4.20  0.125
H 1.83 2.14 -4.76  0.138
H 0.41 1.47 -3.82  0.097
O 3.73 1.27 1.99  0.079
C 4.87 0.95 1.70  -0.481
O 5.63 1.73 0.98  0.040
C 6.94 1.24 0.79  -0.134
C 7.07 0.17 1.88  -0.154
C 5.66 -0.25 2.23  -0.055
H 7.69 2.01 0.93  0.129
H 7.03 0.83 -0.22  0.127
H 7.72 0.52 2.68  0.116
H 7.68 -0.68 1.54  0.112
H 5.39 -0.28 3.28  0.122
H 5.34 -1.16 1.73  0.126
O 5.53 -3.42 -5.23  0.103
C 4.75 -2.96 -4.41  -0.489
O 3.64 -2.30 -4.72  0.044
C 2.86 -1.92 -3.59  -0.167
C 3.77 -2.17 -2.45  -0.178
C 4.77 -3.19 -2.92  -0.061
H 1.95 -2.51 -3.47  0.101
H 2.45 -0.92 -3.77  0.127
H 3.21 -2.35 -1.53  0.098
H 4.21 -1.19 -2.24  0.124
H 4.58 -4.23 -2.70  0.131
H 5.77 -2.89 -2.58  0.127
O -0.59 -0.56 -2.89  0.083
C -0.08 -0.57 -1.79  -0.434
O 1.02 0.21 -1.60  0.010
C 1.55 -0.04 -0.28  -0.127
C 0.38 -0.61 0.54  -0.128
C -0.43 -1.31 -0.53  -0.073
H 2.08 0.73 0.28  0.107
H 2.28 -0.85 -0.40  0.100
H -0.27 0.20 0.88  0.103
H 0.71 -1.30 1.31  0.121
H -1.52 -1.36 -0.44  0.135
H -0.26 -2.39 -0.51  0.112

| no. | total energy (eV) | M (Da) |
| --- | --- | --- |
| 1 | -1043341.3323 | 2395.5 |
| 2 | -99247.4861 | 1130.6 |